6 unconnected molecules or ions with the total composition H14O7. Source: the Open Molecules 2025 dataset; level of theory: ωB97M-V/def2-TZVPD.

```
21
Properties=species:S:1:pos:R:3
H -0.3307 -0.1843 0.1630
H -0.0216 -1.2380 -1.0418
H 0.1044 2.2156 1.9667
H -0.0552 3.5751 2.6408
H 2.5729 -1.2200 0.7994
H 2.1882 0.1216 1.0943
H -0.1346 -3.4863 0.6760
H 0.7162 -2.2495 0.9805
H -4.1891 -2.4229 0.4085
H -3.4952 -2.2055 -0.8948
H 3.3604 0.6259 -1.4298
H 4.3537 0.6118 -2.4112
H -1.8926 2.5102 -1.3967
H -3.2223 2.5368 -1.8958
O -0.4282 -1.0960 -0.1175
O -0.1200 3.1701 1.8165
O 3.0418 -0.3996 0.9334
O -0.0684 -2.5399 0.5788
O -3.9461 -1.6965 -0.1340
O 4.3055 0.3931 -1.5117
O -2.7389 2.9782 -1.2247
```

Frontier orbital gap in eV: 8.543
HOMO energy in eV: -8.73
Multiplicity: 1
Relative energy (zero: lowest compared OMol25 entry of this formula, charge and spin) in kJ/mol: 714.0
E in eV: -14554.0610
Total charge: 0
LUMO level in eV: -0.183